ORCA calculation (wB97M-V/def2-TZVPD) on a 2-piece molecular cluster, C5H12 overall.

Values from the calculation:
* HOMO-LUMO gap (spin up / spin down): 2.141 / 9.336 eV
* expectation value of S²: 0.752
* LUMO (spin up / spin down): 3.93 / 3.92 eV

Geometry as ORCA input:
```
! wB97M-V def2-TZVPD RIJCOSX def2/J DEFGRID3
* xyz -1 2
C -0.05932 1.74191 -1.27871
C -0.47151 2.94021 -0.86061
H -0.85496 1.03402 -1.49311
H 0.96723 1.58913 -1.57627
H -1.53778 3.08857 -0.70727
H 0.12961 3.83822 -0.89393
C 1.23674 -1.04735 0.00543
C 0.27252 -0.93862 1.15864
C -0.95686 -1.80428 0.95597
H 0.82465 -0.64346 -0.92966
H 2.22934 -0.60681 0.07477
H 1.32890 -2.04995 -0.45740
H 0.79985 -1.16919 2.09419
H -0.00959 0.09904 1.35572
H -1.72699 -1.65793 1.71553
H -0.69291 -2.85564 0.81628
H -1.47892 -1.55785 0.02044
*
```

ORCA calculation (wB97M-V/def2-TZVPD) on one molecule with the formula C5H12.

Values from the calculation:
* HOMO-LUMO gap: 11.545 eV
* LUMO: 0.91 eV

Geometry as ORCA input:
```
! wB97M-V def2-TZVPD RIJCOSX def2/J DEFGRID3
* xyz 0 1
C -1.14278 0.93203 0.60816
C -0.00367 -0.02050 -0.00985
C 0.31229 0.62676 -1.41365
C -0.49098 -1.43448 -0.14359
C 1.27882 -0.01547 0.91613
H -0.89983 2.00315 0.59509
H -2.13211 0.86784 -0.01158
H -1.33770 0.48827 1.61364
H -0.31719 0.16645 -2.15458
H 0.41598 1.64968 -1.43094
H 1.33591 0.34038 -1.75532
H 0.23025 -2.08235 -0.68555
H -0.50808 -1.86847 0.81249
H -1.51424 -1.51122 -0.44885
H 2.19077 -0.63572 0.62781
H 1.57766 1.05049 1.02547
H 1.00490 -0.55685 1.85513
*
```

ORCA calculation (wB97M-V/def2-TZVPD) on a 2-piece molecular cluster, C5H12 overall.

Values from the calculation:
* HOMO-LUMO gap: 8.659 eV
* LUMO: 0.51 eV

Geometry as ORCA input:
```
! wB97M-V def2-TZVPD RIJCOSX def2/J DEFGRID3
* xyz 0 1
C -0.60908 1.97027 -0.18888
C -0.46133 0.85157 0.83984
C 0.77812 0.05470 0.78633
C 0.24627 -1.04079 -1.92598
C 0.64717 -1.25892 1.46759
H -0.86494 1.55917 -1.17195
H -1.40212 2.67089 0.09289
H 0.33020 2.52135 -0.29151
H -1.40274 0.28467 0.96898
H -0.25653 1.30412 1.83713
H 0.85631 -0.46392 -1.21226
H 0.72427 -2.00972 -2.09472
H -0.76184 -1.19203 -1.52625
H 0.19213 -0.48468 -2.86506
H -0.34278 -1.55840 1.84391
H 1.00674 -2.03445 0.78270
H 1.37391 -1.28126 2.28656
*
```

ΔE to the lowest compared entry with this formula, charge and spin list, top to bottom, in eV: 1.3814, 0.9652, 3.9115
Molar mass list, top to bottom, in g/mol: 72.151, 72.151, 72.151